[1]
The following is a quantum chemistry calculation of a structure of composition C10H11BrMgN4OS4, from the OMol25 dataset.

XYZ file:
```
32
Properties=species:S:1:pos:R:3:forces:R:3
Mg 0.7891 1.2639 0.5252 -0.46 -0.11 0.20
S -2.2491 2.9342 3.3251 -0.03 0.06 0.04
C -1.1443 2.2773 2.2848 -0.27 0.06 0.20
S 0.3954 1.6869 2.8807 0.27 -0.36 0.00
S -1.4729 2.1279 0.5865 -0.06 -0.23 -0.34
O 3.0813 -1.3875 -4.4547 0.16 -0.08 0.00
C 2.5684 -0.6177 -3.4869 -0.21 0.23 0.25
C 1.3403 0.0366 -3.5980 0.02 -0.04 -0.09
C 0.8953 0.7960 -2.5402 0.03 0.06 -0.10
N 1.5949 0.9428 -1.4121 0.17 -0.17 0.11
C 2.7588 0.3155 -1.3234 0.12 -0.09 -0.36
Br 3.6680 0.5332 0.3167 0.04 -0.02 0.05
C 3.3021 -0.4715 -2.3119 0.11 -0.08 -0.08
H 2.5008 -1.4087 -5.2220 -0.08 0.00 -0.04
H 0.7350 -0.0690 -4.4890 -0.01 0.05 0.00
H -0.0515 1.3203 -2.5737 -0.04 -0.08 0.00
H 4.2508 -0.9713 -2.1868 0.00 0.01 -0.01
S 0.3565 -1.5458 0.1309 0.33 0.30 0.00
C -1.0414 -1.7437 1.0483 -0.19 -0.13 0.07
N -2.0499 -2.5737 0.7128 -0.17 0.09 0.09
C -3.1161 -2.5789 1.7093 0.01 -0.10 0.02
C -2.7146 -1.3981 2.6112 -0.05 0.13 0.05
N -1.3495 -1.1313 2.1806 0.10 0.09 0.27
H -1.9490 -3.2779 0.0073 0.11 0.08 -0.12
H -3.1402 -3.5221 2.2612 0.02 0.01 -0.04
H -4.0836 -2.4237 1.2346 -0.02 -0.01 0.06
H -2.7396 -1.6417 3.6716 -0.04 -0.04 -0.02
H -3.3431 -0.5204 2.4447 0.06 0.01 -0.03
H -0.7589 -0.4181 2.6096 -0.05 0.09 -0.24
N 1.0087 4.5629 1.0187 0.24 0.16 -0.18
C 1.3625 3.5842 0.5153 -0.08 0.13 0.20
H 0.5959 5.3195 1.5236 -0.04 -0.02 0.03
```
Forces are in eV/Å.

Summary:
HOMO: -6.62 eV
Calculated total energy: -5048.881198 hartree
Frontier orbital gap: 6.6 eV
Max |F|: 0.51 eV/Å

=====

[2]
The following is a quantum chemistry calculation of a structure of composition C5H6N2O in a non-equilibrium geometry, from the OMol25 dataset.

XYZ file:
```
14
Properties=species:S:1:pos:R:3:forces:R:3
C -2.4574 -0.4490 -0.3692 -5.70 -0.13 -1.67
C -1.3023 -0.1652 0.4769 -0.37 -0.70 0.76
C 0.3188 0.7624 -0.3027 4.52 8.54 1.03
C 1.7385 0.9360 0.0044 -4.19 -6.64 -2.11
C 0.0469 -0.4380 -0.0874 0.00 -10.94 2.44
H -3.7748 -1.0815 0.5339 3.52 1.32 -2.46
H -2.9640 0.8908 -0.4815 1.28 -4.62 -0.45
H -2.2138 -1.3277 -1.5872 -0.99 3.15 3.93
H -1.5330 -0.4801 1.5897 0.99 1.27 -2.06
H 2.4203 1.6269 -0.0946 3.26 3.79 -0.40
H 3.1287 -0.9043 -0.3673 -2.92 1.59 1.27
N 2.1779 -0.4473 -0.0158 -1.43 -0.26 0.18
N 1.0036 -1.3279 0.1477 2.48 1.63 -1.43
O -0.9251 1.2281 0.1441 -0.45 2.00 0.96
```
Forces are in eV/Å.

Summary:
Relative energy (zero: lowest compared OMol25 entry of this formula, charge and spin): 10.751 eV
HOMO: -8.87 eV
Calculated total energy: -378.475835 hartree
Frontier orbital gap: 9.2 eV
Max |F|: 11.21 eV/Å

=====

[3]
The following is a quantum chemistry calculation of a structure of composition C4H6HoO in a non-equilibrium geometry, from the OMol25 dataset.

XYZ file:
```
12
Properties=species:S:1:pos:R:3:forces:R:3
H -2.9254 -1.2748 0.0119 -1.20 2.14 -1.50
C -2.6876 0.9959 -0.3146 0.18 2.70 0.18
C -2.3420 -0.2733 -0.2711 -0.85 -6.06 2.90
C -1.2116 -0.9511 0.3609 3.36 1.66 -1.25
C -0.1682 -1.6662 -0.4124 -0.60 -0.82 -0.48
O 0.1499 -0.3060 -0.1130 -0.29 0.44 1.07
Ho 1.8642 1.0082 0.6082 0.89 0.36 0.10
H -1.9969 1.7706 -0.6554 -0.27 -0.03 -0.49
H -3.5086 1.3794 0.2942 -0.71 -0.15 -0.35
H -1.2452 -1.0919 1.4449 -0.38 -0.03 -0.14
H -0.3641 -1.8464 -1.4726 0.23 -0.14 0.25
H 0.4568 -2.3790 0.1315 -0.36 -0.09 -0.28
```
Forces are in eV/Å.

Summary:
HOMO (alpha / beta): -23.76 / -21.35 eV
Calculated total energy: -1177.871599 hartree
Charge: +3
Multiplicity: 5
Frontier orbital gap (alpha / beta): 10.0 / 5.1 eV
Max |F|: 6.77 eV/Å

=====

[4]
The following is a quantum chemistry calculation of a structure of composition C30H45BrN4OP2Sr in a non-equilibrium geometry, from the OMol25 dataset.

XYZ file:
```
84
Properties=species:S:1:pos:R:3:forces:R:3
C -0.7611 7.0172 -4.2280 -0.06 -0.05 -0.27
C -0.9435 5.6440 -4.4793 -0.04 0.35 -0.35
C -1.2478 5.2517 -5.7969 -0.01 0.30 0.02
C -1.3631 6.2372 -6.7865 0.16 -0.36 0.85
N -1.1902 7.5267 -6.5214 -0.07 0.41 -0.45
C -0.8975 7.9230 -5.2884 0.02 -0.82 0.42
C -0.8223 4.6693 -3.4185 0.15 -1.02 1.04
C -0.7148 3.8399 -2.5273 -0.18 1.06 -1.18
C -0.5729 2.8589 -1.4863 0.15 -0.25 0.23
C 0.4986 2.9406 -0.5735 -0.22 -0.34 0.39
C 0.6533 1.9599 0.4327 0.61 0.73 -0.53
C -0.2119 0.9004 0.4491 -0.45 0.50 -0.29
C -1.3248 0.8076 -0.3628 0.10 0.30 -0.74
C -1.4930 1.8001 -1.3606 0.02 -0.33 0.40
Sr -0.6288 -0.5362 2.7232 -0.24 -0.27 1.20
P 1.7596 -1.3178 1.0187 0.89 -0.57 0.09
H -1.3961 4.2089 -6.0601 0.04 0.12 0.15
H -0.5197 7.3864 -3.2360 -0.05 -0.16 -0.10
H -1.6019 5.9621 -7.8141 0.06 0.11 0.23
H -0.7648 8.9921 -5.1209 -0.04 -0.25 -0.09
H -2.3446 1.7492 -2.0449 0.27 0.04 0.28
H 1.2044 3.7715 -0.6444 -0.26 -0.27 0.05
H -2.0529 -0.0025 -0.2716 0.13 0.15 -0.14
H 1.4699 2.0587 1.1559 -0.32 -0.08 -0.47
C 2.1625 -2.9665 1.7517 -0.40 -0.09 0.29
C 3.1260 -3.9364 1.0849 0.33 -0.17 -0.16
H 1.1854 -3.4615 1.8735 0.32 0.10 0.15
H 2.4935 -2.7559 2.7791 -0.21 0.00 -0.20
H 3.3353 -4.7551 1.7851 -0.09 0.15 -0.15
H 2.7065 -4.3962 0.1856 0.04 0.10 0.02
H 4.0890 -3.4913 0.8262 -0.18 -0.07 -0.02
C 1.7095 -1.6234 -0.7891 -0.53 -0.04 -0.28
C 2.7655 -0.9663 -1.6699 0.22 0.00 -0.33
H 0.7187 -1.2558 -1.0981 0.18 -0.11 -0.09
H 1.7035 -2.7149 -0.9328 0.09 0.27 0.01
H 2.5129 -1.1463 -2.7239 0.14 0.07 0.23
H 2.8121 0.1224 -1.5343 -0.05 -0.28 0.02
H 3.7657 -1.3815 -1.4961 -0.27 0.13 -0.04
C 3.2629 -0.3118 1.3512 -0.07 0.40 0.06
C 4.6339 -0.9786 1.3141 0.49 0.01 0.01
H 3.1127 0.1113 2.3578 0.02 -0.12 -0.21
H 3.2421 0.5324 0.6472 -0.02 -0.12 0.16
H 5.4075 -0.2129 1.4635 -0.18 -0.17 -0.02
H 4.7636 -1.7163 2.1127 -0.13 0.12 -0.15
H 4.8560 -1.4662 0.3592 -0.12 0.12 0.20
Br -0.0411 -2.7790 4.4366 -0.17 0.28 -0.37
P -2.7828 -3.9493 -2.2075 1.95 3.21 1.95
C -0.9357 -4.0190 -2.0998 0.12 -0.90 -0.93
C -0.3890 -5.4378 -2.2563 0.37 -0.34 0.07
H -0.6403 -3.5857 -1.1328 -0.40 0.01 -0.18
H -0.5538 -3.3708 -2.9017 -0.19 -0.18 0.14
H 0.6755 -5.4042 -2.5151 -0.23 -0.05 0.09
H -0.4871 -6.0131 -1.3287 -0.03 0.09 -0.19
H -0.9086 -5.9850 -3.0517 0.21 0.12 0.13
C -3.2310 -3.6535 -0.4386 -0.51 -1.22 0.10
C -4.6411 -4.1568 -0.1235 -0.39 0.01 0.32
H -3.1475 -2.5747 -0.2446 0.15 -0.20 -0.36
H -2.4842 -4.1813 0.1706 -0.18 0.04 -0.18
H -4.7459 -4.3290 0.9523 -0.04 0.04 -0.21
H -5.4039 -3.4277 -0.4167 0.12 -0.16 -0.02
H -4.8561 -5.0994 -0.6391 0.01 0.14 0.23
C -3.0003 -2.2332 -2.8703 -1.13 -0.41 -0.74
C -3.2507 -2.2189 -4.3780 0.00 0.26 -0.40
H -2.1025 -1.6530 -2.6123 -0.06 -0.40 0.19
H -3.8588 -1.8047 -2.3338 0.16 -0.16 -0.15
H -3.7183 -1.2723 -4.6686 0.13 -0.20 0.00
H -2.3172 -2.3130 -4.9430 -0.17 -0.05 0.09
H -3.9190 -3.0317 -4.6839 0.07 0.25 0.02
C -1.3260 1.0515 7.3800 -0.41 -0.18 0.38
N -0.2950 1.5239 6.4540 -0.22 0.13 0.17
C 0.6857 2.3825 6.8452 0.07 -0.16 -0.56
C 1.6291 2.7790 5.9458 -0.04 0.14 0.52
C 1.5930 2.1971 4.6561 -0.17 -0.61 -0.70
N 0.6321 1.3389 4.2781 -0.25 0.59 0.44
C -0.4011 1.1262 5.1433 -0.73 -0.91 -0.67
O -1.4399 0.5120 4.7505 1.28 0.93 0.60
N 2.5480 2.4647 3.7452 0.17 0.30 0.14
H -1.2521 -0.0363 7.5201 0.04 0.36 -0.18
H -2.3212 1.2889 6.9885 0.31 -0.04 0.10
H -1.1839 1.5404 8.3467 0.00 -0.04 -0.21
H 0.6365 2.7124 7.8834 0.14 -0.06 -0.36
H 2.4091 3.4828 6.2043 -0.11 -0.08 0.09
H 3.2503 3.1724 3.9270 -0.21 -0.32 -0.08
H 2.4759 2.0791 2.8126 0.05 0.16 0.45
```
Forces are in eV/Å.

Summary:
HOMO (alpha / beta): -12.84 / -12.88 eV
Calculated total energy: -4751.270945 hartree
Charge: +2
Frontier orbital gap (alpha / beta): 6.1 / 3.2 eV
Max |F|: 4.23 eV/Å

=====

[5]
The following is a quantum chemistry calculation of a structure of composition C25H31BBrCl2N8O4PdS in a non-equilibrium geometry, from the OMol25 dataset.

XYZ file:
```
74
Properties=species:S:1:pos:R:3:forces:R:3
Pd -0.3430 -0.1094 -0.1813 1.49 3.43 1.37
C -3.5366 0.4361 -1.9489 -0.09 -0.18 0.04
C -3.5045 0.1191 -0.4952 0.14 -0.08 0.27
C -4.5731 -0.2757 0.2969 -0.02 0.00 -0.12
C -4.0615 -0.4990 1.5682 -0.19 0.00 -0.04
C -4.7911 -0.9198 2.7986 0.11 0.05 0.01
N -2.7525 -0.2397 1.5325 -0.20 0.08 0.00
N -2.4078 0.1807 0.2948 0.46 -0.51 -1.03
B -1.7100 -0.3059 2.6536 -0.11 -0.10 0.05
N -0.8568 0.9534 2.5445 -0.03 0.19 0.06
N -0.2802 1.3302 1.3766 0.06 -0.69 -0.84
C 0.3767 2.4801 1.5682 0.08 0.11 -0.08
C 1.1635 3.2216 0.5445 0.10 -0.08 0.15
C 0.1878 2.8575 2.8989 0.02 -0.06 -0.04
C -0.5874 1.8732 3.4827 0.10 0.17 0.03
C -1.0784 1.7883 4.8890 -0.04 -0.05 -0.09
N -0.7915 -1.4939 2.3985 0.09 -0.32 0.25
N 0.1725 -1.3842 1.4627 -0.25 0.08 -0.86
C 0.8507 -2.5441 1.4116 0.02 0.05 0.01
C 1.9674 -2.8001 0.4572 -0.13 -0.05 -0.01
C 0.3441 -3.3796 2.4028 0.06 -0.02 -0.09
C -0.7006 -2.6866 2.9992 0.04 -0.16 -0.03
C -1.6033 -3.1287 4.1003 0.05 0.14 -0.02
H -4.5638 0.3930 -2.3064 0.01 -0.06 0.04
H -3.1426 1.4260 -2.1395 -0.04 0.08 -0.07
H -2.9448 -0.2834 -2.5179 0.02 0.03 -0.02
H -5.5973 -0.3892 -0.0205 0.04 0.05 0.04
H -5.8496 -1.0207 2.5719 0.00 -0.01 0.02
H -4.4204 -1.8767 3.1671 -0.03 0.02 -0.01
H -4.6728 -0.1876 3.5980 -0.02 -0.02 -0.02
H -2.2395 -0.3918 3.7180 0.01 0.02 -0.03
H 0.9035 2.9193 -0.4608 0.09 0.05 0.02
H 0.9861 4.2908 0.6509 -0.01 0.00 0.02
H 2.2302 3.0481 0.6896 -0.03 0.03 0.05
H 0.5795 3.7424 3.3738 -0.03 -0.02 -0.05
H -0.6879 2.6332 5.4514 0.00 -0.02 0.01
H -2.1679 1.8199 4.9293 0.03 0.00 0.01
H -0.7494 0.8660 5.3684 0.00 0.02 0.00
H 2.0504 -1.9924 -0.2599 0.04 -0.07 -0.07
H 2.9120 -2.8839 0.9958 0.00 0.00 0.00
H 1.8035 -3.7373 -0.0760 -0.02 0.00 0.03
H 0.6920 -4.3695 2.6515 0.00 0.06 0.02
H -1.3044 -4.1180 4.4375 -0.01 0.01 0.02
H -1.5643 -2.4416 4.9464 -0.01 -0.03 0.00
H -2.6365 -3.1800 3.7553 0.01 -0.02 0.02
Cl 4.9983 -0.2933 -1.1972 0.02 -0.08 0.01
C 3.9593 0.8939 -0.4079 -0.34 -0.03 0.08
Cl 4.5282 2.5418 -0.6812 0.09 0.02 0.00
C 2.5242 0.7323 -0.9766 0.37 -0.10 -0.30
O 2.3052 1.0646 -2.1201 -0.15 -0.25 0.20
O 1.7490 0.1961 -0.0872 -0.77 -0.23 -0.44
H 3.9648 0.6979 0.6558 0.10 0.01 0.07
N 0.6758 2.3137 -4.0907 -0.11 0.19 0.10
C 0.0965 1.3117 -3.4446 -0.05 -0.32 -0.02
N -0.1033 0.1532 -4.0371 0.30 0.04 -0.10
S -0.5610 1.6917 -1.8801 -0.40 -0.41 0.63
H 1.1771 2.1475 -4.9489 -0.07 0.01 -0.04
H 0.9468 3.1221 -3.5553 0.04 -0.01 -0.04
H 0.3406 -0.0315 -4.9246 0.05 0.06 0.01
H -0.2932 -0.6524 -3.4317 -0.15 0.01 0.05
Br -2.7111 -7.3054 -4.7372 0.00 0.01 0.01
C -2.2038 -5.7829 -3.7457 -0.02 -0.05 -0.01
C -1.2660 -4.9116 -4.2763 0.08 0.07 -0.03
C -0.8984 -3.7938 -3.5457 -0.04 -0.02 0.05
C -1.4643 -3.5537 -2.2970 0.20 0.11 -0.20
C -2.4022 -4.4400 -1.7782 -0.01 0.01 0.01
C -2.7749 -5.5601 -2.5014 -0.01 0.02 0.06
C -1.0756 -2.3577 -1.5011 -0.37 -0.37 0.12
O -1.5354 -2.1697 -0.3767 -0.54 -1.17 -0.26
O -0.2531 -1.4966 -2.0051 -0.01 0.41 1.09
H -0.8254 -5.1115 -5.2430 -0.02 0.01 0.00
H -0.1589 -3.1059 -3.9344 0.02 -0.06 -0.03
H -2.8321 -4.2363 -0.8067 0.01 -0.03 0.00
H -3.4972 -6.2597 -2.1042 -0.01 0.02 -0.01
```
Forces are in eV/Å.

Summary:
HOMO (alpha / beta): -11.31 / -11.31 eV
Calculated total energy: -5755.478431 hartree
Charge: +1
Frontier orbital gap (alpha / beta): 5.9 / 5.9 eV
Max |F|: 3.98 eV/Å

=====

[6]
The following is a quantum chemistry calculation of an isolated molecule of C8H12N4O3 in a non-equilibrium geometry, from the OMol25 dataset.

XYZ file:
```
27
Properties=species:S:1:pos:R:3:forces:R:3
O -2.4812 -0.1804 -1.1196 1.85 -1.13 3.01
O 2.7937 2.2004 1.2327 1.11 -0.08 -0.84
N 1.4274 -0.6179 -1.6561 1.53 2.20 -0.56
O -1.4648 -1.1420 -2.9848 -1.45 1.47 0.71
C -2.3490 -0.2890 -2.2928 -0.47 -0.33 -1.05
C 2.0064 1.6976 1.9897 -0.34 2.58 0.08
C 0.3202 -1.0806 -1.2093 0.75 -0.97 0.13
C 2.0715 0.1195 -0.6315 -0.05 -1.68 -2.08
C 1.3656 -0.0853 0.4732 -0.65 0.25 1.52
N -3.2670 0.4806 -2.9546 -0.20 1.57 -2.78
N 1.4214 0.5191 1.7382 0.23 -1.44 -0.89
N 0.2924 -0.8978 0.1891 -1.27 -0.51 -0.50
C 1.4773 2.5670 3.1357 -0.75 -0.72 -0.74
C -0.5360 -1.8909 -2.1961 -0.11 -1.88 2.67
C -0.5788 -1.5839 1.1518 -0.81 0.08 -0.25
H 3.0401 0.5396 -0.7568 0.15 0.47 -0.11
H -3.3752 0.4898 -3.9970 0.49 0.15 1.63
H -3.4914 1.3831 -2.4209 0.39 -2.28 -1.34
H 0.7777 0.1362 2.3594 -1.08 -0.24 1.37
H 0.4153 2.2882 3.2638 0.07 0.89 -0.29
H 1.8654 2.1406 4.0376 0.86 0.53 0.87
H 1.6960 3.6640 2.8929 -0.35 -1.86 0.72
H 0.1217 -2.4817 -2.9023 -0.76 1.22 0.73
H -1.0292 -2.6904 -1.5057 0.07 1.19 -1.52
H -0.9674 -2.5074 0.6391 0.58 0.77 0.89
H -0.0795 -1.7991 2.1343 -0.11 -0.13 -1.18
H -1.4725 -0.9792 1.3900 0.33 -0.12 -0.21
```
Forces are in eV/Å.

Summary:
Relative energy (zero: lowest compared OMol25 entry of this formula, charge and spin): 1.979 eV
HOMO: -8.30 eV
Calculated total energy: -756.769258 hartree
Frontier orbital gap: 8.8 eV
Structure (SMILES): CC(=O)Nc1cnc(COC(N)=O)n1C
Max |F|: 3.71 eV/Å

=====

[7]
The following is a quantum chemistry calculation of a structure of composition C21H22ClIrN3O4 in a non-equilibrium geometry, from the OMol25 dataset.

XYZ file:
```
52
Properties=species:S:1:pos:R:3:forces:R:3
Ir 0.1154 -2.2517 0.1709 2.53 -0.02 0.89
O 4.6989 -2.0008 3.7631 -2.21 -0.45 -2.14
C 5.0423 -2.1801 2.4672 1.88 0.89 2.72
O 6.1910 -2.1558 2.1357 0.60 -0.21 -0.51
C 4.0696 -2.3282 1.4076 -5.49 -0.46 -0.19
C 4.3419 -2.4019 0.0840 -1.05 -0.28 -2.08
N 3.1742 -2.5357 -0.6865 0.03 -0.22 3.13
N 2.0605 -2.6664 0.2115 4.75 0.67 -1.23
C 2.5862 -2.4545 1.4371 2.61 -0.54 -1.02
C 1.6088 -2.3186 2.5081 2.21 1.52 5.64
O 2.0813 -1.9662 3.6627 -2.61 -1.51 -4.30
O 0.3526 -2.4739 2.2195 0.08 0.27 -0.37
H 3.6618 -2.0034 3.7651 1.64 0.11 0.67
H 5.3543 -2.3850 -0.3018 -0.24 0.05 -0.47
H 3.0454 -2.6199 -1.6907 0.16 -0.15 0.36
C -1.4616 0.6167 -2.1972 0.14 0.33 0.10
N -2.2011 1.3802 -1.1365 0.26 0.14 0.58
C -3.5909 1.7149 -1.6153 -0.44 0.54 0.86
C -2.1721 0.6281 0.2279 1.09 0.66 -0.04
C -2.5158 -0.8263 0.0641 -2.29 1.20 -0.12
C -3.8578 -1.2057 0.0583 0.69 -0.83 0.20
C -4.1984 -2.5691 0.1182 -0.78 -0.49 0.05
C -3.2538 -3.5397 -0.2235 -0.52 -0.16 -0.42
C -2.0111 -3.0901 -0.6744 -0.73 -0.78 -0.08
C -1.6294 -1.8333 -0.2121 -1.98 0.80 -1.46
H -1.2852 1.2998 -3.0136 0.27 0.19 -0.19
H -2.0927 -0.1724 -2.5684 -0.29 -0.34 0.05
H -0.5187 0.2016 -1.8205 -0.25 0.38 0.02
H -1.7014 2.2911 -0.9774 -0.34 -0.91 -0.14
H -4.2318 0.8240 -1.6154 0.41 0.30 -0.03
H -3.5310 2.1272 -2.6065 0.17 -0.02 -0.48
H -4.0352 2.5168 -0.9825 0.39 -0.76 -0.17
H -2.8437 1.1756 0.9079 0.17 -0.33 -0.35
H -1.1244 0.7571 0.6050 -0.83 -0.07 -0.34
H -4.6355 -0.4889 -0.0244 -0.61 0.60 0.66
H -5.2583 -2.8574 0.3474 1.21 0.24 -0.37
H -3.5128 -4.5932 -0.3110 -0.14 0.27 -0.06
H -1.4140 -3.6085 -1.4363 -0.20 -0.35 0.61
Cl 1.7659 2.1009 -2.7800 0.27 -0.18 -0.08
C 1.2987 2.9348 -1.3534 -0.44 0.60 1.42
C 0.6941 4.1822 -1.4634 -0.23 -0.45 0.27
C 0.1222 4.7959 -0.3308 0.18 0.45 -0.54
C 0.3187 4.2826 0.9471 0.36 -0.65 0.72
C 1.0219 3.0873 1.1192 -0.31 0.65 -0.04
C 1.4878 2.3517 -0.0315 -0.44 0.50 0.19
C 2.0585 1.1161 0.1919 0.21 -1.55 -0.47
H 0.6505 4.6804 -2.4268 -0.15 -0.17 0.05
H -0.4293 5.7287 -0.4747 0.30 -0.26 0.11
H -0.0208 4.8281 1.8374 0.03 -0.24 -0.53
H 1.2166 2.7189 2.1570 -0.11 0.18 -1.17
H 2.1636 0.7055 1.2093 0.04 0.39 -0.59
H 2.3440 0.4804 -0.6685 0.03 0.45 0.68
```
Forces are in eV/Å.

Summary:
Relative energy (zero: lowest compared OMol25 entry of this formula, charge and spin): 0.583 eV
HOMO (alpha / beta): -13.04 / -14.72 eV
Calculated total energy: -1842.328465 hartree
Charge: +2
Multiplicity: 6
Frontier orbital gap (alpha / beta): 6.1 / 4.8 eV
Max |F|: 6.25 eV/Å